No. 1
Density functional theory data (ωB97M-V/def2-TZVPD) for 2 unconnected molecules or ions with the total composition C3H4FN at a distorted geometry.

## Properties
Strongest force on any atom = 5.81 eV/Å
HOMO-LUMO gap = 0.3790 Eh
LUMO level = 0.35 eV
Relative energy (zero: lowest compared OMol25 entry of this formula, charge and spin) = 55.6 kcal per mole

The geometry in ORCA input format:
```
! RIJCOSX wB97M-V def2-TZVPD def2/J DEFGRID3
* xyz 0 1
C 0.66 0.45 0.23
C 1.91 0.35 0.00
F 2.88 0.74 0.83
H 0.47 0.50 1.43
H -0.18 0.00 -0.43
H 2.37 0.21 -1.00
C -2.68 -1.03 -0.36
N -2.02 -0.38 0.37
H -3.41 -0.84 -1.06
*
```

---

No. 2
Density functional theory data (ωB97M-V/def2-TZVPD) for a molecular structure, C20H17I2IrN10O5S at a distorted geometry.

## Properties
Strongest force on any atom = 3.79 eV/Å
HOMO-LUMO gap (spin up / spin down) = 0.2419 / 0.1998 Eh
LUMO level (spin up / spin down) = -4.51 / -5.67 eV
Relative energy (zero: lowest compared OMol25 entry of this formula, charge and spin) = 75.5 kcal per mole

The geometry in ORCA input format:
```
! RIJCOSX wB97M-V def2-TZVPD def2/J DEFGRID3
* xyz 1 2
Ir -0.40 0.23 0.50
I 5.40 -2.61 -3.05
C 3.88 -2.35 -1.63
C 4.20 -2.13 -0.29
C 3.19 -1.96 0.61
I 3.57 -1.58 2.61
C 1.79 -1.94 0.24
O 0.91 -1.71 1.10
C 1.52 -2.18 -1.16
C 0.11 -2.23 -1.71
N -0.93 -1.72 -0.82
C -2.24 -1.62 -1.44
C -3.23 -0.98 -0.50
C -4.59 -0.94 -0.81
C -5.46 -0.39 0.11
C -4.95 0.09 1.31
C -3.58 0.04 1.52
N -2.74 -0.47 0.63
C 2.55 -2.38 -2.04
H 5.24 -2.06 0.02
H -0.11 -3.28 -1.99
H 0.09 -1.65 -2.64
H -0.99 -2.35 -0.02
H -2.63 -2.61 -1.75
H -2.16 -1.01 -2.35
H -4.94 -1.34 -1.74
H -6.52 -0.34 -0.10
H -5.61 0.49 2.07
H -3.14 0.40 2.44
H 2.33 -2.59 -3.08
O 4.26 2.64 -2.54
C 3.14 3.02 -3.11
O 3.09 3.91 -3.92
C 1.88 2.33 -2.71
C 0.66 2.50 -3.34
N -0.24 1.76 -2.67
N 0.32 1.12 -1.64
C 1.60 1.46 -1.64
C 2.48 0.96 -0.52
O 3.69 0.80 -0.74
O 1.89 0.74 0.56
H 4.16 1.90 -1.86
H 0.42 3.09 -4.20
H -1.23 1.67 -2.85
N -1.14 0.43 6.04
N -0.56 0.55 4.84
N 0.72 0.78 4.70
C 0.88 0.74 3.39
N -0.28 0.49 2.78
N -1.20 0.38 3.72
H -0.55 0.79 6.79
H -2.11 0.71 6.07
H 1.80 0.91 2.87
S -1.55 4.26 2.25
C -1.39 3.05 1.24
N -1.29 2.15 0.49
*
```

---

No. 3
Density functional theory data (ωB97M-V/def2-TZVPD) for 2 unconnected molecules or ions with the total composition C33H35N3O4 at a distorted geometry.

## Properties
Strongest force on any atom = 2.67 eV/Å
HOMO-LUMO gap = 0.2110 Eh
LUMO level = -0.90 eV
Relative energy (zero: lowest compared OMol25 entry of this formula, charge and spin) = 109.9 kcal per mole

The geometry in ORCA input format:
```
! RIJCOSX wB97M-V def2-TZVPD def2/J DEFGRID3
* xyz 0 1
C 3.99 -3.99 -1.53
C 5.16 -3.04 -1.78
N 4.84 -1.70 -1.37
C 5.83 -0.67 -1.19
C 4.99 0.58 -0.81
C 3.57 0.12 -0.87
C 2.33 0.74 -0.73
C 1.12 -0.01 -0.84
C -0.12 0.67 -0.52
C -1.38 -0.04 -0.49
C -2.53 0.71 -0.90
C -3.73 0.08 -1.13
C -3.78 -1.32 -0.95
N -5.01 -1.80 -1.20
C -5.37 -3.18 -1.00
C -4.15 -4.08 -1.16
C -2.88 -3.58 -0.45
C -2.69 -2.10 -0.52
C -1.51 -1.43 -0.18
C -5.98 -0.76 -1.47
C -5.10 0.52 -1.56
C 1.20 -1.37 -1.32
C 2.43 -2.01 -1.45
C 3.58 -1.25 -1.20
C 2.62 -3.41 -1.93
H 4.16 -4.92 -2.09
H 3.97 -4.27 -0.47
H 6.06 -3.36 -1.21
H 5.43 -3.07 -2.85
H 6.52 -0.96 -0.38
H 6.44 -0.52 -2.10
H 5.27 0.91 0.20
H 5.20 1.40 -1.51
H 2.27 1.78 -0.46
H -0.20 1.70 -0.98
H -2.42 1.79 -1.05
H -5.79 -3.31 0.02
H -6.17 -3.42 -1.72
H -4.40 -5.08 -0.80
H -3.91 -4.19 -2.22
H -2.92 -3.90 0.61
H -1.99 -4.07 -0.88
H -0.72 -1.98 0.31
H -6.53 -0.95 -2.41
H -6.73 -0.70 -0.67
H -5.53 1.31 -0.92
H -5.10 0.89 -2.59
H 0.32 -1.95 -1.59
H 2.55 -3.41 -3.03
H 1.81 -4.05 -1.56
C -4.42 3.74 0.69
C -3.38 3.28 1.65
O -2.15 3.09 0.95
C -1.23 2.43 1.73
C 0.10 2.38 1.08
C 1.19 2.70 1.96
C 1.16 2.43 3.37
C 2.28 2.62 4.16
C 3.50 3.01 3.57
N 4.64 3.20 4.40
O 5.72 3.56 3.89
O 4.51 3.02 5.64
C 3.53 3.37 2.20
C 2.40 3.27 1.42
O -1.53 2.01 2.86
H -5.33 3.94 1.26
H -4.11 4.65 0.18
H -4.64 2.97 -0.06
H -3.22 4.00 2.47
H -3.66 2.34 2.12
H 0.11 3.03 0.21
H 0.27 1.98 3.80
H 2.28 2.41 5.22
H 4.48 3.70 1.80
H 2.47 3.50 0.35
*
```

---

No. 4
Density functional theory data (ωB97M-V/def2-TZVPD) for a molecular structure, C19H31AsN6OPdS2Si2.

## Properties
Strongest force on any atom = 0.79 eV/Å
HOMO-LUMO gap = 0.2295 Eh
LUMO level = -0.50 eV
Relative energy (zero: lowest compared OMol25 entry of this formula, charge and spin) = 0.0 kcal per mole

The geometry in ORCA input format:
```
! RIJCOSX wB97M-V def2-TZVPD def2/J DEFGRID3
* xyz 0 1
Pd -0.45 -0.24 0.32
N 3.77 0.00 1.77
C 4.78 -0.08 0.79
C 6.11 0.05 1.16
C 7.11 -0.03 0.20
C 6.79 -0.22 -1.13
C 5.45 -0.34 -1.50
C 4.45 -0.27 -0.55
S 2.77 -0.46 -1.07
N 1.89 -0.15 0.35
C 2.43 0.02 1.49
C 1.53 0.35 2.63
C 1.91 0.30 3.96
C 1.01 0.73 4.93
C -0.22 1.21 4.53
C -0.54 1.18 3.18
N 0.31 0.75 2.26
H 4.05 0.35 2.67
H 6.35 0.20 2.20
H 8.15 0.07 0.51
H 7.56 -0.28 -1.88
H 5.20 -0.49 -2.54
H 2.88 -0.10 4.26
H 1.29 0.69 5.97
H -0.94 1.57 5.25
H -1.51 1.50 2.81
N -0.73 2.08 -2.24
C 0.27 2.78 -1.65
N 1.35 3.04 -2.44
S 0.16 3.31 -0.08
H -0.60 1.62 -3.12
H -1.45 1.73 -1.62
H 1.52 2.49 -3.26
H 2.14 3.43 -1.96
C -3.73 0.54 -2.52
Si -4.20 -0.63 -1.12
C -5.97 -0.26 -0.62
C -4.19 -2.36 -1.84
As -2.88 -0.13 0.74
Si -2.77 -2.23 1.77
C -1.48 -2.19 3.15
C -2.29 -3.73 0.74
C -4.38 -2.63 2.68
H -4.46 0.47 -3.33
H -2.75 0.28 -2.93
H -3.70 1.58 -2.19
H -6.66 -0.44 -1.44
H -6.08 0.78 -0.30
H -6.28 -0.89 0.23
H -4.83 -2.34 -2.73
H -4.60 -3.10 -1.16
H -3.20 -2.69 -2.15
H -0.47 -2.07 2.76
H -1.53 -3.15 3.67
H -1.66 -1.40 3.88
H -1.25 -3.65 0.41
H -2.90 -3.92 -0.13
H -2.36 -4.60 1.41
H -4.77 -1.74 3.18
H -4.22 -3.41 3.42
H -5.16 -2.98 1.99
O 0.13 -2.18 -1.25
N -0.45 -1.16 -1.34
*
```

---

No. 5
Density functional theory data (ωB97M-V/def2-TZVPD) for a molecular structure, C62H51Cl5I4N4O2SbSr at a distorted geometry.

## Properties
Strongest force on any atom = 3.34 eV/Å
HOMO-LUMO gap = 0.2048 Eh
LUMO level = 1.40 eV
Relative energy (zero: lowest compared OMol25 entry of this formula, charge and spin) = 138.3 kcal per mole

The geometry in ORCA input format:
```
! RIJCOSX wB97M-V def2-TZVPD def2/J DEFGRID3
* xyz -1 1
Sr 0.83 -0.51 0.90
I 1.17 -9.86 -0.63
C 1.00 -7.84 -0.11
C 2.15 -7.08 0.08
C 2.03 -5.74 0.41
C 0.78 -5.14 0.55
C -0.35 -5.92 0.34
C -0.25 -7.27 0.01
C 0.67 -3.63 0.78
C -0.43 -3.22 1.79
C -1.48 -3.97 2.44
C -2.40 -3.06 2.89
C -1.91 -1.77 2.51
C -2.52 -0.52 2.55
C -3.88 -0.39 3.13
C -4.21 0.53 4.13
C -5.52 0.65 4.57
C -6.51 -0.13 4.01
I -8.48 0.06 4.68
C -6.22 -1.04 3.01
C -4.91 -1.16 2.58
C -1.84 0.65 2.05
N -1.79 1.76 3.03
C -2.31 2.19 1.88
C -3.59 2.43 1.17
C -4.32 3.67 1.42
C -5.14 4.31 0.47
C -5.72 5.55 0.72
C -5.48 6.18 1.93
I -6.30 8.08 2.29
C -4.69 5.58 2.90
C -4.13 4.34 2.64
C -3.63 1.65 0.04
C -4.61 1.46 -1.01
C -4.10 0.59 -1.91
C -2.80 0.12 -1.49
N -2.57 0.80 -0.26
C -2.09 -0.81 -2.21
C -1.00 -1.71 -1.87
C -0.50 -2.76 -2.68
C 0.26 -3.58 -1.86
C 0.22 -3.01 -0.57
N -0.50 -1.87 -0.61
C -2.63 -1.04 -3.59
C -2.48 -0.07 -4.57
C -2.97 -0.26 -5.86
C -3.62 -1.45 -6.15
I -4.40 -1.74 -8.07
C -3.77 -2.44 -5.20
C -3.26 -2.24 -3.92
C -1.04 2.34 0.74
C -1.36 0.86 0.57
N -0.66 -1.93 1.92
H 3.13 -7.53 -0.03
H 2.92 -5.14 0.56
H -1.33 -5.47 0.38
H -1.14 -7.86 -0.15
H -1.52 -5.04 2.58
H -3.32 -3.27 3.42
H -3.43 1.14 4.55
H -5.76 1.37 5.35
H -7.00 -1.64 2.56
H -4.67 -1.85 1.77
H -5.30 3.85 -0.49
H -6.33 6.02 -0.03
H -4.51 6.07 3.84
H -3.51 3.87 3.40
H -5.59 1.90 -1.03
H -4.62 0.23 -2.78
H -0.68 -2.90 -3.74
H 0.77 -4.49 -2.14
H -1.97 0.86 -4.32
H -2.85 0.51 -6.61
H -4.27 -3.37 -5.44
H -3.36 -3.01 -3.17
H -1.34 2.88 -0.14
H -0.67 0.23 0.05
Cl 0.95 0.93 3.08
C 0.86 2.59 2.52
C 0.14 3.00 1.38
C 0.43 4.31 0.94
Cl -0.29 4.92 -0.53
C 1.27 5.18 1.61
Cl 1.58 6.77 1.01
C 1.88 4.77 2.80
Cl 2.89 5.86 3.68
C 1.70 3.47 3.22
Cl 2.56 2.94 4.62
C 3.19 3.22 -1.28
C 4.36 2.51 -0.60
C 4.47 3.02 0.84
C 5.65 2.84 -1.36
Sb 3.72 0.39 -0.39
C 3.46 -0.30 -2.47
C 3.44 -1.83 -2.49
C 2.06 0.20 -2.86
C 4.51 0.23 -3.45
C 5.48 -0.62 0.47
C 5.27 -0.49 1.98
C 6.81 -0.01 0.06
C 5.47 -2.11 0.10
H 3.31 4.31 -1.20
H 2.23 2.97 -0.83
H 3.14 2.98 -2.35
H 4.63 4.11 0.84
H 5.31 2.56 1.37
H 3.57 2.81 1.41
H 5.75 3.93 -1.42
H 5.65 2.46 -2.38
H 6.53 2.46 -0.86
H 2.88 -2.25 -1.65
H 4.45 -2.25 -2.47
H 2.95 -2.16 -3.41
H 1.29 -0.30 -2.27
H 1.87 -0.06 -3.91
H 1.94 1.27 -2.75
H 5.53 0.01 -3.12
H 4.41 1.30 -3.60
H 4.37 -0.26 -4.42
H 5.24 0.55 2.31
H 6.10 -0.99 2.50
H 4.34 -0.98 2.28
H 6.95 0.99 0.48
H 6.94 0.05 -1.02
H 7.63 -0.64 0.45
H 4.48 -2.55 0.23
H 6.17 -2.63 0.76
H 5.80 -2.27 -0.93
O 2.34 -1.90 0.87
O 1.99 -3.25 1.23
*
```

---

No. 6
Density functional theory data (ωB97M-V/def2-TZVPD) for a molecular structure, C35H53AsNNdO2P2 at a distorted geometry.

## Properties
Strongest force on any atom = 3.45 eV/Å
HOMO-LUMO gap (spin up / spin down) = 0.2648 / 0.2662 Eh
LUMO level (spin up / spin down) = -5.44 / -5.38 eV

The geometry in ORCA input format:
```
! RIJCOSX wB97M-V def2-TZVPD def2/J DEFGRID3
* xyz 2 4
Nd 1.41 -0.24 -0.89
P -0.18 -0.13 -3.27
P 1.60 -2.64 0.72
N 1.41 -2.46 -2.31
C 0.69 -1.26 -4.41
H 0.00 -1.50 -5.25
H 1.57 -0.76 -4.84
C 1.14 -2.57 -3.75
H 0.36 -3.35 -3.89
H 2.05 -2.95 -4.25
C 1.85 -3.79 -1.86
H 2.65 -4.12 -2.54
H 1.01 -4.50 -2.01
C 2.35 -3.87 -0.41
H 3.45 -3.74 -0.41
H 2.14 -4.88 -0.02
C 0.46 -3.64 1.76
C -0.59 -2.74 2.41
H -1.34 -3.35 2.93
H -1.13 -2.13 1.67
H -0.15 -2.06 3.15
C 3.08 -2.03 1.70
C 2.64 -1.02 2.77
H 3.53 -0.54 3.20
H 2.10 -1.50 3.59
H 2.01 -0.21 2.37
C 0.56 1.56 -3.65
C -0.18 2.68 -2.91
H 0.46 3.58 -2.92
H -0.40 2.45 -1.86
H -1.13 2.94 -3.41
C -1.93 -0.18 -3.81
C -2.83 0.38 -2.70
H -3.88 0.27 -2.98
H -2.64 1.44 -2.51
H -2.69 -0.16 -1.75
C -0.17 -2.08 -1.57
O -1.01 -2.91 -1.53
C 3.99 -3.11 2.26
H 3.52 -3.67 3.08
H 4.33 -3.82 1.50
H 4.88 -2.62 2.68
C 0.72 1.85 -5.14
H 1.34 2.76 -5.25
H 1.23 1.05 -5.69
H -0.24 2.05 -5.63
C -2.23 0.46 -5.16
H -3.26 0.19 -5.44
H -2.19 1.56 -5.12
H -1.57 0.10 -5.96
C 1.13 -4.56 2.79
H 1.54 -3.99 3.63
H 0.36 -5.23 3.20
H 1.91 -5.19 2.35
H -0.05 -4.28 1.02
H -2.13 -1.27 -3.89
H 3.66 -1.48 0.93
H 1.58 1.48 -3.22
H 2.93 -1.28 -2.22
H 3.24 -0.56 -1.90
O 0.15 0.76 0.56
As -0.79 1.76 1.63
C 0.30 3.30 1.97
C 1.06 3.87 0.94
C 1.81 5.03 1.18
C 1.82 5.61 2.46
C 1.07 5.02 3.50
C 0.30 3.88 3.25
C -2.38 2.23 0.65
C -2.53 3.53 0.15
C -3.72 3.89 -0.50
C -4.76 2.97 -0.62
C -4.60 1.67 -0.13
C -3.40 1.28 0.47
C -1.06 0.75 3.25
C -0.02 0.63 4.17
C -0.19 -0.14 5.33
C -1.42 -0.76 5.58
C -2.47 -0.61 4.68
C -2.31 0.16 3.52
H 1.08 3.41 -0.05
H 2.38 5.49 0.37
H 2.40 6.51 2.65
H 1.09 5.45 4.50
H -0.29 3.43 4.05
H -1.72 4.25 0.28
H -3.83 4.91 -0.88
H -5.70 3.26 -1.10
H -5.41 0.94 -0.23
H -3.26 0.25 0.80
H 0.93 1.16 4.00
H 0.64 -0.24 6.03
H -1.55 -1.36 6.48
H -3.44 -1.08 4.87
H -3.14 0.32 2.84
*
```

---

Number 1: E_tot -271.214645 Ha. Number 2: E_tot -2793.683732 Ha. Number 3: E_tot -1743.570789 Ha. Number 4: E_tot -4885.439252 Ha. Number 5: E_tot -6525.201224 Ha. Number 6: E_tot -5050.054603 Ha.